# 1
Molecular formula: C15H26N2OS
Method: DFT, the ωB97M-V functional and the def2-TZVPD basis

Properties
- total energy (eV) = -31837.4908
- F_max (eV Å⁻¹) = 5.120
- charge = 0
- gap between HOMO and LUMO (Ha) = 0.3428

Element x y z (Å)
O1 -1.19 0.17 0.19
C1 -0.33 -0.52 -0.34
C2 0.42 0.21 -1.55
C3 0.93 1.60 -1.13
C4 1.38 2.38 -2.27
C5 0.25 3.09 -3.14
C6 0.06 4.42 -2.59
C7 1.30 4.68 -1.68
C8 2.28 3.60 -1.79
N1 -0.04 -1.76 0.22
C9 0.42 -2.67 -0.84
C10 0.93 -3.97 -0.17
S1 -0.07 -4.11 1.32
C11 -0.67 -2.34 1.41
C12 -2.26 -2.42 1.69
C13 -2.54 -3.04 2.99
N2 -2.05 -2.20 4.14
C14 -0.61 -1.91 4.02
C15 -0.20 -1.46 2.63
H1 1.29 -0.32 -1.75
H2 -0.28 0.25 -2.32
H3 1.66 1.49 -0.26
H4 -0.03 2.05 -0.68
H5 1.96 1.79 -2.93
H6 0.77 3.23 -4.09
H7 -0.73 2.52 -3.02
H8 -0.75 4.60 -1.94
H9 -0.09 5.10 -3.44
H10 1.00 4.75 -0.69
H11 1.62 5.69 -1.93
H12 2.85 3.43 -0.94
H13 2.99 3.88 -2.65
H14 1.29 -2.25 -1.26
H15 -0.41 -2.91 -1.56
H16 1.94 -3.77 0.04
H17 0.84 -4.89 -0.86
H18 -2.66 -3.01 0.89
H19 -2.75 -1.45 1.71
H20 -3.63 -3.03 3.00
H21 -2.25 -4.05 3.08
H22 -2.60 -1.26 4.18
H23 0.01 -2.67 4.40
H24 -0.35 -1.07 4.72
H25 -0.57 -0.47 2.47
H26 0.87 -1.42 2.69

***

# 2
Molecular formula: C5H10
Method: DFT, the ωB97M-V functional and the def2-TZVPD basis

Properties
- total energy (eV) = -5346.3541
- F_max (eV Å⁻¹) = 1.215
- charge = 0
- gap between HOMO and LUMO (Ha) = 0.3965

Element x y z (Å)
C1 -2.67 -0.65 0.02
C2 -1.59 0.13 0.06
C3 -0.19 -0.40 -0.04
C4 0.86 0.71 0.04
C5 2.28 0.17 -0.05
H1 -3.67 -0.23 0.09
H2 -2.59 -1.73 -0.08
H3 -1.73 1.21 0.16
H4 -0.07 -0.94 -0.99
H5 -0.02 -1.11 0.78
H6 0.74 1.26 0.99
H7 0.69 1.44 -0.76
H8 2.31 -0.92 -0.15
H9 2.85 0.44 0.85
H10 2.80 0.61 -0.91

***

What are the energy relative to the best compared isomer or geometry (same formula, charge and spin) values for these records? In order: 3.5626, 0.9119 eV.
What are the HOMO values for these records? In order: -8.7, -9.5 eV.